1.
Density functional theory data (the ωB97M-V functional and the def2-TZVPD basis) for a cluster of 2 separate species, C9H20ClN in total in a non-equilibrium geometry.

Computed properties:
- Energy relative to the best compared isomer or geometry (same formula, charge and spin): 21.8 kcal per mole
- Multiplicity: 1

Positions of all 31 atoms, in Å:
Cl -29.1241 7.1456 0.7067
N -31.5840 3.7766 0.2546
C -31.5309 4.3626 1.6475
C -32.6454 4.0706 -2.0997
C -32.3459 2.3986 0.4555
C -31.3455 3.1509 2.5311
C -33.7221 4.7762 -2.9354
C -30.1386 3.5182 -0.3122
C -35.1909 4.4046 -2.6418
C -31.9097 1.9261 1.8290
C -32.5031 4.6416 -0.6700
H -30.2636 2.8562 -1.1691
H -29.5963 4.4345 -0.5452
H -35.4007 3.3549 -2.8475
H -33.5424 4.5626 -3.9891
H -31.2234 1.1171 1.5789
H -32.4197 4.9351 1.9128
H -32.8926 3.0090 -2.0973
H -30.2680 3.0753 2.6773
H -33.6303 5.8512 -2.7807
H -32.0663 1.7290 -0.3579
H -31.7408 4.2710 -2.6740
H -35.4802 4.5499 -1.6010
H -32.0229 5.6195 -0.6355
H -33.4751 4.6489 -0.1768
H -32.7159 1.4860 2.4159
H -30.7118 5.0733 1.7582
H -31.8412 3.2910 3.4918
H -33.4281 2.5255 0.4829
H -35.8197 5.0777 -3.2245
H -29.6697 2.8255 0.3867

Löwdin population analysis, charges in e, atoms 1 to 6: number 1, Cl, carries -0.7273; number 2, N, carries -0.2011; number 3, C, carries -0.1334; number 4, C, carries -0.1888; number 5, C, carries -0.0931; number 6, C, carries -0.1576


2.
Density functional theory data (the ωB97M-V functional and the def2-TZVPD basis) for a cluster of 2 separate species, C9H20F2N5O2 in total in a non-equilibrium geometry.

Computed properties:
- Multiplicity: 1
- Total charge: +1
- Electronic energy: -26623.4013 eV

Positions of all 38 atoms, in Å:
F 4.4269 0.5664 0.4907
F 3.7572 -1.1877 -4.2643
O -4.7427 1.1547 1.5435
O -2.6390 1.3823 3.3783
N 3.3567 -1.4995 -1.5998
N 1.3535 -1.4678 -2.9736
N -0.4249 0.4357 0.7636
N -0.6066 0.7573 -1.6845
N -2.5200 -0.2111 -0.4349
C 2.8702 -1.3867 -3.0597
C -0.9936 -0.1493 -0.5323
C -4.7813 2.1341 2.5798
C 5.1851 0.1149 -0.7142
C 4.8147 -1.4419 -1.1176
C -0.4959 -1.7281 -0.7707
C 2.2794 -1.6585 -0.5498
C -3.9832 1.6463 3.7829
C 0.9593 -1.6269 -1.5215
H -5.8255 2.3189 2.8475
H 4.9862 -2.2134 -0.2436
H -0.3616 -2.2522 0.2911
H -2.2202 2.2380 3.1818
H 0.6915 -1.4093 -3.7781
H -3.9760 2.3869 4.5874
H 5.4829 -1.7460 -2.0311
H 0.3915 1.0743 0.5649
H -1.2875 -2.3608 -1.3665
H -3.8362 0.7891 1.5553
H 0.3760 1.1032 -1.6158
H -2.9148 -0.9303 -1.0953
H 2.3132 -1.7691 0.6146
H 6.3506 0.2871 -0.5330
H -2.9506 0.7042 -0.7512
H -1.1979 1.6340 -1.6583
H 4.8988 0.8840 -1.5798
H -4.3482 3.0539 2.1751
H 0.0087 -0.3349 1.3545
H -4.3965 0.7083 4.1642

Löwdin population analysis, charges in e, atoms 1 to 6: number 1, F, carries -0.1382; number 2, F, carries 0.0252; number 3, O, carries -0.0966; number 4, O, carries -0.0960; number 5, N, carries -0.0576; number 6, N, carries 0.1512


3.
Density functional theory data (the ωB97M-V functional and the def2-TZVPD basis) for a structure of composition C9H20F6N4NaO12S6 in a non-equilibrium geometry.

Computed properties:
- Energy relative to the best compared isomer or geometry (same formula, charge and spin): 0.0 kcal per mole
- Multiplicity: 1
- Total charge: -1

Positions of all 58 atoms, in Å:
S 0.3000 4.6594 -0.1619
S -3.6408 1.5242 -3.0406
S -5.1315 1.6120 -1.2010
S -1.2732 5.0535 1.5875
S -2.6473 -0.8762 2.4451
S -0.7890 0.1945 3.1973
Na -2.2003 1.9824 0.3667
F -0.0911 4.3627 -1.7633
F 0.2033 1.3280 2.6448
F -2.2995 3.9649 2.2984
F -5.0334 1.7643 0.4071
F -3.6433 -0.7410 1.2228
F -2.4743 2.5853 -3.4860
O -6.3794 2.4149 -1.4238
O -2.9558 0.2187 -3.1388
O 1.3800 3.7921 0.2719
O -1.3041 0.8018 4.4206
O 0.1899 -0.8731 3.4167
O 0.5611 6.0785 -0.1661
O -2.1081 6.2231 1.5606
O -0.1130 5.1495 2.5053
O -3.5347 -0.5557 3.5206
O -2.1236 -2.2548 2.3379
O -4.6725 1.8767 -4.0290
O -5.2093 0.1728 -1.3808
N -1.2179 4.1939 0.3755
N -3.8257 2.2903 -1.4782
N -1.8037 0.1941 1.8628
N 1.9206 -1.9957 -0.2338
C 3.4194 -3.9266 -1.0181
C 0.6269 -0.1915 -1.7199
C 0.3775 1.2622 -2.0667
C 1.6591 -0.4923 -0.4932
C 0.5936 -2.8018 -0.0229
C 3.3027 -3.4352 1.4378
C 2.8238 -2.5613 -1.3554
C 4.2165 -3.8931 0.2764
C 2.6801 -1.9997 1.1698
H 1.3679 0.0206 0.4234
H 2.4041 -4.0493 1.4979
H 1.2567 1.6139 -2.6064
H 3.6274 -1.8255 -1.3270
H 3.8031 -3.4622 2.4058
H 0.0950 -2.3571 0.8383
H -0.5568 1.4596 -2.5923
H 0.7980 -3.8655 0.0991
H 4.5342 -4.8530 0.6836
H 5.0991 -3.2821 0.0867
H 1.9813 -1.7234 1.9595
H 2.2103 -2.5766 -2.2562
H 0.9414 -0.7522 -2.6001
H -0.3689 -0.5105 -1.4123
H 0.2878 1.7617 -1.1020
H 2.6122 -4.6486 -0.8947
H 3.4184 -1.2110 1.0254
H 2.6144 -0.0470 -0.7712
H 4.1750 -4.2033 -1.7534
H -0.0837 -2.5900 -0.8503

Löwdin population analysis, charges in e, atoms 1 to 6: number 1, S, carries 0.6136; number 2, S, carries 0.6563; number 3, S, carries 0.4438; number 4, S, carries 0.4742; number 5, S, carries 0.3908; number 6, S, carries 0.5793


4.
Density functional theory data (the ωB97M-V functional and the def2-TZVPD basis) for a cluster of 2 separate species, C9H20IN in total.

Computed properties:
- Energy relative to the best compared isomer or geometry (same formula, charge and spin): 3.0 kcal per mole
- Multiplicity: 1

Positions of all 31 atoms, in Å:
I 0.5022 -15.2251 -3.3686
N 1.1384 -11.9010 -0.4259
C 3.3955 -12.8495 -0.2960
C 0.2899 -13.1353 -0.2850
C 2.3507 -12.0480 0.4845
C 2.8556 -12.8828 -1.7311
C 0.1831 -10.2660 1.3093
C -1.3081 -8.9078 2.8728
C -1.2294 -9.7753 1.6331
C 1.7238 -11.8971 -1.8252
C 0.2877 -10.6868 -0.1479
H -1.5970 -9.2230 0.7617
H 1.9864 -12.5080 1.3983
H 2.6625 -11.0337 0.7289
H 4.3371 -12.3035 -0.2658
H 0.8810 -9.4499 1.5159
H -1.8952 -10.6342 1.7601
H -0.6896 -10.9422 -0.5552
H -0.6057 -8.0748 2.8308
H -1.1115 -9.5043 3.7698
H -2.3071 -8.5129 3.0597
H 2.4637 -13.8533 -2.0151
H 0.8865 -14.0164 -0.5050
H 3.5991 -12.6607 -2.4981
H 0.4742 -11.0775 1.9755
H 0.7020 -9.8894 -0.7636
H 3.5518 -13.8473 0.1020
H -0.0944 -13.1494 0.7347
H 0.9353 -12.2728 -2.4817
H -0.5289 -13.0815 -0.9957
H 1.9913 -10.8775 -2.0956

Löwdin population analysis, charges in e, atoms 1 to 6: number 1, I, carries -0.4494; number 2, N, carries -0.2715; number 3, C, carries -0.1223; number 4, C, carries -0.0187; number 5, C, carries -0.0971; number 6, C, carries -0.2025


5.
Density functional theory data (the ωB97M-V functional and the def2-TZVPD basis) for a cluster of 2 separate species, C9H20N2OP in total in a non-equilibrium geometry.

Computed properties:
- Energy relative to the best compared isomer or geometry (same formula, charge and spin): 53.6 kcal per mole
- Multiplicity: 1
- Total charge: +1

Positions of all 33 atoms, in Å:
P -0.2163 0.4663 0.4660
O -1.9471 -1.4027 -2.8296
N 0.1573 -0.7560 -2.3413
N -2.5966 -1.1520 0.1874
C 1.5158 2.7014 -0.0540
C 1.4245 1.1413 -0.1515
C -0.6775 -1.2916 -3.1715
C 1.2397 3.2274 1.3862
C -1.2137 -3.3402 -0.3371
C 2.3279 3.4032 2.3028
C -1.4384 -1.9434 0.2940
C -0.2553 -1.1653 0.3265
C -1.4110 -3.3058 1.1171
H -0.2734 -3.5121 -0.8032
H 1.6087 0.7672 -1.1591
H 0.8380 3.0304 -0.8524
H -3.3288 -1.8657 -0.0603
H 0.9766 -0.6089 -2.8567
H -2.0072 -0.8923 -2.0523
H -0.3429 -2.0522 -3.8761
H -2.7509 -0.7084 1.0601
H -2.1499 -3.5715 -0.9618
H -1.1707 0.9868 -0.2382
H 0.7290 -1.7264 0.5123
H 3.0135 4.3047 2.0231
H 0.6993 4.1310 1.0602
H 2.6083 3.0450 -0.2648
H 3.0235 2.5277 2.4554
H -2.4322 -3.5443 1.4598
H 2.2102 0.6310 0.3876
H 0.5866 2.3992 1.7795
H 1.8913 3.5688 3.2426
H -0.6381 -3.4927 1.9493

Löwdin population analysis, charges in e, atoms 1 to 6: number 1, P, carries 1.0781; number 2, O, carries 0.0775; number 3, N, carries 0.0892; number 4, N, carries 0.0761; number 5, C, carries -0.2391; number 6, C, carries -0.3306


6.
Density functional theory data (the ωB97M-V functional and the def2-TZVPD basis) for a cluster of 2 separate species, C9H20N3O3S in total in a non-equilibrium geometry.

Computed properties:
- Energy relative to the best compared isomer or geometry (same formula, charge and spin): 0.0 kcal per mole
- Multiplicity: 1
- Total charge: +1

Positions of all 36 atoms, in Å:
S 1.8456 -1.5440 0.3029
O 2.7911 -2.3880 -0.3438
O 1.9453 -1.5783 1.7251
O 1.5592 1.9691 -2.9650
N 2.3157 0.1803 -1.6478
N -2.5242 -0.8843 -0.8148
N 3.4130 2.1680 0.1990
C 2.6132 1.5226 -2.1577
C 2.1408 0.1557 -0.2138
C 3.3904 0.6946 0.4475
C -4.6590 0.1479 2.0573
C -3.2623 -1.3862 -0.1073
C -4.2108 -2.0273 0.8060
C 0.1810 -1.8885 -0.2062
C 2.7366 2.6025 -1.0868
C -5.2637 -1.0250 1.2939
H 3.2644 3.4578 -1.4618
H -5.4426 0.8163 2.4108
H 3.5024 1.4900 -2.7804
H -5.9695 -1.5494 1.9385
H -0.0763 -1.2211 -1.0112
H -4.0937 -0.1976 2.9252
H 1.1156 1.1599 -3.2533
H 3.1188 -0.3978 -1.8706
H -4.6864 -2.8546 0.2802
H 3.4799 0.4557 1.4936
H -3.9910 0.7346 1.4241
H 4.2364 0.2427 -0.0439
H 4.3645 2.5250 0.2762
H 1.2808 0.7321 0.1010
H 2.8941 2.6051 0.9591
H 0.0927 -2.9028 -0.5569
H -5.8294 -0.6474 0.4410
H -0.4486 -1.7342 0.6464
H 1.7443 2.9415 -0.8463
H -3.6555 -2.4403 1.6494

Löwdin population analysis, charges in e, atoms 1 to 6: number 1, S, carries 0.6383; number 2, O, carries -0.2728; number 3, O, carries -0.2891; number 4, O, carries 0.0168; number 5, N, carries 0.0387; number 6, N, carries 0.1595


Repeat the fourth record exactly.
Density functional theory data (the ωB97M-V functional and the def2-TZVPD basis) for a cluster of 2 separate species, C9H20IN in total.

Computed properties:
- Energy relative to the best compared isomer or geometry (same formula, charge and spin): 3.0 kcal per mole
- Multiplicity: 1

Positions of all 31 atoms, in Å:
I 0.5022 -15.2251 -3.3686
N 1.1384 -11.9010 -0.4259
C 3.3955 -12.8495 -0.2960
C 0.2899 -13.1353 -0.2850
C 2.3507 -12.0480 0.4845
C 2.8556 -12.8828 -1.7311
C 0.1831 -10.2660 1.3093
C -1.3081 -8.9078 2.8728
C -1.2294 -9.7753 1.6331
C 1.7238 -11.8971 -1.8252
C 0.2877 -10.6868 -0.1479
H -1.5970 -9.2230 0.7617
H 1.9864 -12.5080 1.3983
H 2.6625 -11.0337 0.7289
H 4.3371 -12.3035 -0.2658
H 0.8810 -9.4499 1.5159
H -1.8952 -10.6342 1.7601
H -0.6896 -10.9422 -0.5552
H -0.6057 -8.0748 2.8308
H -1.1115 -9.5043 3.7698
H -2.3071 -8.5129 3.0597
H 2.4637 -13.8533 -2.0151
H 0.8865 -14.0164 -0.5050
H 3.5991 -12.6607 -2.4981
H 0.4742 -11.0775 1.9755
H 0.7020 -9.8894 -0.7636
H 3.5518 -13.8473 0.1020
H -0.0944 -13.1494 0.7347
H 0.9353 -12.2728 -2.4817
H -0.5289 -13.0815 -0.9957
H 1.9913 -10.8775 -2.0956

Löwdin population analysis, charges in e, atoms 1 to 6: number 1, I, carries -0.4494; number 2, N, carries -0.2715; number 3, C, carries -0.1223; number 4, C, carries -0.0187; number 5, C, carries -0.0971; number 6, C, carries -0.2025